{
  "formula": "C35H49BBr66INO6S",
  "method": "ωB97M-V/def2-TZVPD",
  "largest_force_ha_per_bohr": 0.119,
  "energy_ha": -172474.3741,
  "homo_lumo_gap_ev": 8.6,
  "homo_energy_ev": -9.2579,
  "elements": ["C", "C", "C", "I", "C", "C", "C", "C", "N", "O", "S", "O", "O", "O", "C", "C", "C", "C", "C", "B", "O", "O", "C", "H", "H", "H", "H", "H", "H", "H", "H", "H", "H", "H", "H", "H", "H", "H", "H", "H", "H", "H", "H", "H", "H", "H", "H", "H", "H", "H", "C", "Br", "Br", "Br", "H", "C", "Br", "Br", "Br", "H", "C", "Br", "Br", "Br", "H", "C", "Br", "Br", "Br", "H", "C", "Br", "Br", "Br", "H", "C", "Br", "Br", "Br", "H", "C", "Br", "Br", "Br", "H", "C", "Br", "Br", "Br", "H", "C", "Br", "Br", "Br", "H", "C", "Br", "Br", "Br", "H", "C", "Br", "Br", "Br", "H", "C", "Br", "Br", "Br", "H", "C", "Br", "Br", "Br", "H", "C", "Br", "Br", "Br", "H", "C", "Br", "Br", "Br", "H", "C", "Br", "Br", "Br", "H", "C", "Br", "Br", "Br", "H", "C", "Br", "Br", "Br", "H", "C", "Br", "Br", "Br", "H", "C", "Br", "Br", "Br", "H", "C", "Br", "Br", "Br", "H", "C", "Br", "Br", "Br", "H"],
  "xyz": [[1.699654, -0.105084, -3.258690], [1.525756, 0.436989, -1.727956], [0.680741, -0.500533, -0.706214], [0.991306, 0.410497, 1.303630], [-0.861325, -0.834575, -1.065534], [-0.836363, -2.055026, -2.209561], [-1.717420, -3.368354, -1.794883], [-1.787715, -4.418116, -3.095747], [-1.998897, -3.721132, -4.419726], [-1.275893, -1.646588, 0.129403], [-2.497429, -0.936623, 1.135954], [-1.981330, -0.879467, 2.624402], [-3.846059, -1.667893, 1.302799], [-2.462258, 0.565420, 0.259091], [-2.026366, 0.307402, -1.155240], [-1.788248, 1.644507, -2.125732], [-1.889747, 3.072399, -1.330251], [-2.606838, 4.134874, -2.407052], [-0.435182, 3.763085, -0.963939], [-3.500338, -0.200122, -1.784389], [-4.799824, -0.002025, -1.049049], [-3.646097, -0.818161, -3.133122], [-4.913103, -1.568862, -3.194371], [2.373500, 0.654652, -3.871749], [2.215104, -1.158869, -3.299087], [0.635245, -0.211355, -3.784075], [1.096144, 1.538845, -1.636735], [2.631250, 0.513862, -1.281247], [1.259086, -1.543100, -0.636847], [0.283099, -2.438735, -2.368393], [-1.139263, -1.537902, -3.214453], [-2.858456, -3.132276, -1.541720], [-1.232813, -4.027069, -0.925058], [-0.694811, -4.895769, -3.143521], [-2.562483, -5.286666, -2.933809], [-1.075374, -3.497900, -4.868475], [-2.614914, -2.882013, -4.351423], [-0.785027, 1.605681, -2.729166], [-2.644542, 1.683521, -2.958654], [-2.587021, 3.080543, -0.391766], [-3.756499, 3.828481, -2.436048], [-2.576693, 5.239782, -2.021744], [-2.166946, 3.973945, -3.480174], [-0.630272, 4.940446, -0.978776], [-0.039365, 3.519664, 0.109874], [0.378175, 3.589174, -1.819350], [-5.061413, 0.940321, -1.301327], [-4.929373, -2.269731, -4.153637], [-5.802395, -0.812618, -3.329666], [-5.072887, -2.299024, -2.274177], [-0.872199, -0.735560, 5.840570], [-1.726994, -2.459451, 6.126433], [-2.089300, 0.742068, 6.186235], [0.777211, -0.567950, 6.858271], [-0.600695, -0.685043, 4.780967], [3.073543, 5.814738, -3.356645], [3.677827, 3.967078, -3.428640], [1.292208, 6.023589, -4.109926], [3.188451, 6.544197, -1.556909], [3.755993, 6.399009, -3.982676], [-7.817834, -1.713115, -6.153916], [-9.272609, -1.880059, -7.434521], [-6.084587, -2.014734, -6.984029], [-7.880315, -0.016206, -5.204729], [-7.956631, -2.502276, -5.407602], [-4.000288, -4.631310, 3.955858], [-5.647577, -4.364319, 4.955531], [-3.054271, -6.230048, 4.533173], [-4.310441, -4.627601, 2.035401], [-3.350471, -3.778028, 4.176478], [6.441548, 3.249042, -0.101790], [7.930654, 2.033871, 0.198398], [4.733525, 2.318086, -0.088224], [6.462401, 4.741438, 1.145882], [6.568825, 3.669113, -1.104967], [-0.672208, 1.041004, -6.505487], [-0.116391, 2.480243, -5.320646], [-1.433670, -0.453914, -5.520803], [-1.870706, 1.674290, -7.900805], [0.229927, 0.669929, -7.002960], [-0.119832, -6.883985, 7.240610], [1.169997, -7.618357, 8.498079], [-0.550490, -8.146873, 5.825035], [-1.717044, -6.232332, 8.139846], [0.354321, -6.019402, 6.764479], [-5.500288, -8.561709, 2.677003], [-7.147577, -8.294718, 3.676676], [-4.554271, -10.160447, 3.254318], [-5.810441, -8.558000, 0.756546], [-4.850471, -7.708427, 2.897623], [-3.672208, 2.785366, -11.652913], [-3.116391, 4.224605, -10.468072], [-4.433670, 1.290448, -10.668230], [-4.870706, 3.418653, -13.048232], [-2.770073, 2.414292, -12.150387], [-8.325166, -2.849994, -11.329987], [-9.408131, -4.064057, -12.396490], [-6.527076, -3.538321, -11.051986], [-8.305183, -1.053267, -12.075464], [-8.797493, -2.782050, -10.344433], [5.103038, -6.392903, 7.878583], [4.903112, -8.095172, 6.958529], [6.724370, -5.463879, 7.337843], [3.525604, -5.272234, 7.678176], [5.203223, -6.616106, 8.945902], [8.729388, -5.172980, 11.004214], [8.461734, -7.007600, 10.415384], [10.131898, -4.284659, 9.990283], [7.069969, -4.157898, 10.986870], [9.066356, -5.217158, 12.045140], [12.409485, 1.955436, -0.739278], [11.629633, 2.655535, -2.378144], [12.347954, 3.256962, 0.705177], [11.605960, 0.261108, -0.221628], [13.466314, 1.757938, -0.946963], [6.109485, 6.311958, 5.286809], [5.329633, 7.012057, 3.647943], [6.047954, 7.613484, 6.731264], [5.305960, 4.617630, 5.804459], [7.166314, 6.114459, 5.079124], [5.192271, 10.530111, 9.442073], [5.748088, 11.969350, 10.626914], [4.430809, 9.035193, 10.426757], [3.993773, 11.163397, 8.046755], [6.094406, 10.159036, 8.944600], [-10.233592, -11.503396, 3.357492], [-11.911563, -10.519713, 3.326335], [-8.968027, -10.817476, 2.049034], [-9.465092, -11.567198, 5.143465], [-10.462378, -12.535130, 3.070772], [-4.064119, 5.580913, 1.526442], [-5.147084, 4.366851, 0.459939], [-2.266029, 4.892587, 1.804442], [-4.044136, 7.377640, 0.780964], [-4.536446, 5.648857, 2.511995], [-0.613168, 6.561925, -7.625877], [0.007488, 5.687976, -9.249204], [-1.438519, 8.283125, -8.000672], [-1.784559, 5.408688, -6.585565], [0.270943, 6.758468, -7.010456], [3.435881, 2.004723, -7.252527], [2.352916, 0.790660, -8.319029], [5.233971, 1.316396, -6.974526], [3.455864, 3.801450, -7.998004], [2.963554, 2.072667, -6.266973], [10.186832, -6.143001, 15.123507], [10.807488, -7.016950, 13.500181], [9.361481, -4.421801, 14.748712], [9.015441, -7.296239, 16.163819], [11.070943, -5.946458, 15.738929], [-8.578823, 3.857517, -7.646267], [-7.291541, 2.963009, -8.798201], [-9.798300, 2.595638, -6.806778], [-7.706051, 5.001096, -6.336740], [-9.183101, 4.508290, -8.286867], [10.146089, 6.819398, 8.133551], [11.511900, 7.848643, 7.206510], [8.954198, 7.960721, 9.163590], [9.165881, 5.658230, 6.918955], [10.664117, 6.170816, 8.847703]],
  "forces_ev_per_angstrom": [[-0.6, 0.1, -0.2], [1.0, 0.5, 0.4], [1.2, -0.5, -1.1], [-0.2, -0.4, -1.0], [0.4, -1.8, 0.8], [0.5, 0.4, -0.3], [-0.9, -1.2, -0.9], [1.6, 0.4, 0.4], [0.6, -0.2, 0.6], [-2.4, 1.7, 1.4], [-0.4, -1.6, 5.0], [-0.8, 0.8, -6.0], [4.5, 2.7, -2.9], [0.9, -1.8, 0.9], [-1.2, -1.1, -1.4], [-0.3, 0.9, 0.5], [0.3, 1.7, -1.0], [-1.0, -1.1, 0.6], [-0.4, 1.0, -0.3], [-2.0, -1.2, -1.7], [2.9, 1.7, -2.2], [-0.5, 0.3, 3.6], [-1.4, -1.0, -1.0], [-1.5, -1.6, 1.3], [-0.9, 2.0, 0.2], [2.5, 0.3, 1.0], [0.9, -2.3, -0.5], [-2.5, -0.2, -0.8], [-1.6, 2.3, 0.0], [-2.4, 1.0, 0.5], [0.3, -1.4, 2.0], [2.6, -0.2, -0.2], [-1.1, 1.9, -1.7], [-2.5, 0.8, 0.0], [1.4, 1.9, -0.2], [-1.6, 0.0, 0.8], [0.9, -1.0, 0.0], [-1.9, -0.2, 1.4], [1.8, -0.4, 1.8], [1.5, -0.5, -1.8], [2.3, 0.7, -0.2], [0.2, -2.1, -0.9], [-0.7, 0.6, 2.0], [0.5, -2.5, 0.1], [-0.6, 0.1, -2.2], [-1.7, 0.1, 1.9], [0.2, -1.7, 0.7], [0.4, 1.6, 1.9], [1.7, -1.7, 0.5], [0.3, 1.8, -1.8], [0.0, 0.1, -0.4], [0.2, 0.4, 0.1], [0.3, -0.4, 0.0], [-0.4, -0.1, -0.2], [-0.2, 0.0, 0.4], [0.2, 0.2, -0.1], [-0.2, 0.4, 0.0], [0.3, -0.2, 0.2], [-0.1, -0.3, -0.5], [-0.3, -0.3, 0.3], [0.1, -0.2, 0.2], [0.3, 0.1, 0.3], [-0.5, 0.1, 0.1], [0.0, -0.5, -0.3], [0.0, 0.3, -0.4], [0.0, 0.2, -0.1], [0.4, -0.1, -0.3], [-0.3, 0.4, -0.2], [0.0, -0.3, 0.5], [-0.3, -0.3, -0.1], [0.1, 0.1, -0.3], [-0.3, 0.3, 0.0], [0.4, 0.2, 0.1], [-0.1, -0.5, -0.3], [-0.1, -0.2, 0.4], [0.0, -0.2, -0.3], [0.1, -0.3, -0.3], [0.0, 0.5, -0.4], [0.3, -0.2, 0.5], [-0.5, 0.2, 0.3], [0.1, 0.2, 0.0], [-0.7, -0.2, -0.2], [0.2, 0.1, 0.4], [0.4, -0.2, -0.2], [-0.2, -0.4, 0.2], [0.1, 0.2, 0.1], [0.6, 0.1, -0.1], [-0.3, 0.4, -0.2], [0.0, -0.1, 0.4], [-0.3, -0.4, -0.1], [0.2, 0.0, -0.1], [-0.2, -0.4, -0.3], [0.1, 0.4, -0.2], [0.3, -0.2, 0.4], [-0.4, 0.2, 0.2], [-0.1, 0.0, 0.2], [0.3, 0.3, 0.2], [-0.5, 0.2, -0.1], [0.0, -0.5, 0.2], [0.2, 0.0, -0.4], [0.1, 0.0, 0.2], [0.0, 0.4, 0.2], [-0.5, -0.2, 0.0], [0.7, 0.1, -0.1], [0.0, 0.1, -0.5], [0.0, 0.0, 0.1], [0.0, 0.4, 0.1], [-0.4, -0.2, 0.2], [0.4, -0.3, 0.0], [-0.2, 0.0, -0.5], [0.2, 0.0, 0.0], [0.1, -0.2, 0.4], [-0.1, -0.3, -0.4], [0.1, 0.5, -0.1], [-0.5, 0.1, 0.1], [0.1, 0.0, 0.0], [0.1, -0.1, 0.5], [-0.2, -0.3, -0.4], [0.2, 0.5, -0.1], [-0.5, 0.1, 0.1], [0.1, -0.1, -0.1], [-0.2, -0.4, -0.3], [0.2, 0.4, -0.3], [0.3, -0.2, 0.4], [-0.4, 0.2, 0.2], [0.0, -0.2, -0.1], [0.4, -0.2, 0.0], [-0.5, -0.3, 0.2], [-0.2, 0.1, -0.4], [0.1, 0.5, 0.2], [0.0, 0.0, 0.3], [0.2, 0.3, 0.2], [-0.5, 0.2, 0.0], [0.0, -0.5, 0.1], [0.2, 0.0, -0.5], [0.2, 0.1, 0.1], [-0.2, 0.2, 0.4], [0.2, -0.5, 0.1], [0.2, 0.4, -0.3], [-0.4, -0.1, -0.3], [0.0, 0.1, 0.3], [0.5, 0.3, 0.1], [-0.5, 0.2, -0.1], [0.0, -0.5, 0.2], [0.2, 0.0, -0.4], [0.2, 0.0, 0.2], [-0.2, 0.2, 0.4], [0.1, -0.4, 0.0], [0.3, 0.3, -0.3], [-0.4, -0.1, -0.3], [-0.1, 0.1, -0.2], [-0.3, 0.2, 0.3], [0.3, 0.4, -0.2], [-0.2, -0.3, -0.3], [0.3, -0.3, 0.3], [0.1, 0.0, 0.1], [-0.4, -0.2, 0.2], [0.3, -0.3, -0.2], [0.4, 0.2, 0.3], [-0.3, 0.3, -0.3]],
  "lowdin_charge": [-0.131, -0.308, -0.569, 0.875, -0.322, -0.107, -0.155, -0.255, -0.053, -0.300, 0.880, -0.390, -0.357, -0.239, -0.185, -0.066, -0.346, -0.108, -0.133, -0.396, 0.031, -0.124, -0.104, 0.071, 0.092, 0.008, 0.080, 0.069, 0.122, 0.134, 0.022, 0.119, 0.137, 0.123, 0.116, 0.058, 0.016, 0.066, 0.129, 0.061, 0.074, 0.084, 0.050, 0.073, 0.051, 0.072, 0.133, 0.079, 0.062, 0.124, -1.595, 0.585, 0.566, 0.554, -0.050, -1.572, 0.540, 0.559, 0.574, -0.019, -1.570, 0.580, 0.571, 0.564, -0.018, -1.562, 0.565, 0.539, 0.618, -0.087, -1.591, 0.548, 0.529, 0.527, -0.029, -1.536, 0.577, 0.713, 0.552, -0.135, -1.578, 0.522, 0.536, 0.546, -0.030, -1.596, 0.518, 0.551, 0.537, -0.109, -1.579, 0.524, 0.518, 0.565, -0.019, -1.609, 0.555, 0.540, 0.544, -0.075, -1.588, 0.554, 0.530, 0.533, -0.031, -1.611, 0.529, 0.554, 0.544, -0.136, -1.605, 0.543, 0.548, 0.540, -0.025, -1.616, 0.539, 0.522, 0.567, -0.085, -1.620, 0.556, 0.546, 0.551, -0.052, -1.595, 0.551, 0.524, 0.547, -0.025, -1.570, 0.584, 0.625, 0.559, -0.022, -1.581, 0.531, 0.571, 0.515, -0.057, -1.592, 0.635, 0.567, 0.552, -0.069, -1.580, 0.582, 0.591, 0.567, -0.023, -1.593, 0.535, 0.527, 0.553, -0.024, -1.578, 0.565, 0.542, 0.594, -0.021]
}